# 1
This record from the OMol25 dataset describes a 2-piece molecular cluster, C5H7NO overall. The level of theory is the ωB97M-V functional and the def2-TZVPD basis.

Each line ends with the Löwdin charge.
Geometry (Å):
O  1.533401  0.621004  0.479838  -0.03
N  0.844345  -1.593980  -0.043929  0.10
C  0.590584  1.236614  -0.351707  -0.17
C  -1.307852  -0.423896  -0.179591  -0.14
C  1.624637  -0.718250  0.436780  -0.20
C  -0.485190  -1.455644  -0.439428  -0.14
C  -0.621454  0.784606  -0.629622  -0.15
H  -2.384261  -0.517984  -0.306124  0.10
H  0.978886  2.146004  -0.777780  0.12
H  2.558187  -1.041758  0.901960  0.14
H  -0.893518  0.699724  1.725886  0.07
H  -0.490131  1.326392  1.722651  0.08
H  -0.838448  -2.276826  -1.040009  0.11
H  -1.109183  1.213996  -1.498924  0.12

Cartesian forces (eV/Å) of the 6 atoms listed first:
O -0.205 -0.001 0.218
N 0.275 0.265 -0.149
C -0.035 0.129 -0.499
C 0.361 -0.283 -0.925
C -0.116 -0.170 -0.177
C -0.258 -0.613 0.076

Computed properties:
maximum force: 1.0 eV Å⁻¹
energy relative to the best compared isomer or geometry (same formula, charge and spin): 103.18 kcal per mole
HOMO-LUMO gap: 8.23 eV
SMILES string: C1=CN=COC=C1.[H][H]
highest occupied orbital energy: -8.04 eV
LUMO energy: 0.0071 Ha

***

# 2
This record from the OMol25 dataset describes a 3-piece molecular cluster, C21H45ClN5O3 overall. The level of theory is the ωB97M-V functional and the def2-TZVPD basis.

Each line ends with the Löwdin charge.
Geometry (Å):
Cl  -0.206580  -0.926620  -1.348241  0.62
O  -1.790792  1.406954  -0.881474  -0.03
O  7.903297  -1.444457  -1.755115  -0.01
O  8.129854  0.994667  -1.227862  -0.11
N  2.801820  3.358379  0.994710  0.01
N  -5.843940  1.159744  -3.959913  -0.19
N  1.760862  1.789456  -0.780458  0.11
N  3.998175  3.071644  -1.143498  0.11
N  -0.095547  -3.644368  2.673357  -0.19
C  0.587165  1.527412  0.162146  -0.10
C  6.422636  2.531904  0.015458  -0.12
C  7.293712  -0.849763  0.648592  -0.03
C  -1.469225  -3.130886  2.679672  -0.26
C  5.015299  3.362523  -0.055780  -0.27
C  -1.700964  -1.966533  1.720782  -0.11
C  -6.373839  2.258449  -3.145819  -0.27
C  -5.392443  3.409210  -2.942099  -0.09
C  0.963029  -2.669181  2.935094  -0.26
C  -7.567476  -0.605782  -3.283184  -0.09
C  6.876056  1.806513  -1.379364  -0.16
C  -0.622386  0.768155  -0.695116  -0.54
C  0.907697  -1.898300  4.250524  -0.09
C  7.795296  -0.404369  -0.883353  -0.27
C  -0.219370  -4.928962  4.882453  -0.09
C  -6.872306  0.199704  -4.374722  -0.25
C  2.750574  2.647370  -0.348145  -0.13
C  -4.548713  -0.023889  -2.098702  -0.09
C  4.264672  3.052996  1.401613  -0.12
C  -4.587505  0.563356  -3.506294  -0.25
C  0.047625  -4.920686  3.381730  -0.25
H  1.941257  -3.157114  2.853695  0.12
H  -0.308796  -5.963214  5.233290  0.08
H  -5.027134  0.621778  -1.357926  0.07
H  0.201804  2.491789  0.718976  0.16
H  -3.802114  1.327579  -3.573432  0.10
H  1.050813  -5.326644  3.199765  0.11
H  -2.763433  -1.699438  1.711086  0.08
H  -5.886452  4.228216  -2.407816  0.07
H  -7.902914  0.017561  -2.449847  0.07
H  -1.782595  -2.828081  3.683016  0.10
H  -6.713528  1.908255  -2.166755  0.10
H  -7.643923  0.749700  -4.931292  0.11
H  -0.633184  -5.645536  2.914023  0.11
H  7.836279  -0.150792  1.445242  0.10
H  4.689998  3.632109  2.349792  0.17
H  5.243483  4.524293  0.004043  0.17
H  7.525926  -1.976608  0.876499  0.11
H  4.210001  1.882974  1.624124  0.14
H  1.269464  -2.500978  5.084914  0.06
H  -2.148004  -3.936511  2.368885  0.12
H  -1.412639  -2.231741  0.698047  0.03
H  -0.096665  -1.538393  4.487685  0.07
H  -1.148610  -4.416993  5.146889  0.07
H  6.975670  2.544557  -2.295746  0.16
H  4.129134  2.170912  -1.688893  0.13
H  7.265503  3.328151  0.283640  0.15
H  -5.018595  -1.007796  -2.060761  0.06
H  -1.144847  -1.073744  2.020280  0.05
H  6.037416  1.007236  -1.659680  0.13
H  6.335705  1.764017  0.898270  0.10
H  6.149516  -0.589672  0.704384  0.08
H  -6.445289  -0.495725  -5.108435  0.11
H  0.602364  -4.477924  5.441353  0.06
H  0.999057  0.788013  0.997419  0.15
H  -6.924887  -1.397491  -2.894173  0.05
H  1.875026  1.364651  -1.730353  0.18
H  1.561054  -1.019557  4.188633  0.07
H  -4.267441  -0.206468  -4.218028  0.12
H  -7.253766  2.678850  -3.651142  0.12
H  -3.506168  -0.159204  -1.786157  0.04
H  -5.036311  3.801020  -3.900801  0.08
H  -4.527403  3.107531  -2.344826  0.06
H  2.759563  4.399268  0.936853  0.14
H  0.964269  -1.937523  2.116522  0.08
H  -8.455287  -1.095956  -3.698252  0.07

Cartesian forces (eV/Å) of the 6 atoms listed first:
Cl -0.526 2.689 0.839
O 8.438 -4.885 1.239
O -0.516 7.747 5.352
O -2.441 -1.957 0.611
N 0.573 -1.508 -1.031
N -0.094 -0.158 -0.246

Computed properties:
maximum force: 9.8 eV Å⁻¹
HOMO-LUMO gap: 4.70 eV
net charge: +1
highest occupied orbital energy: -9.49 eV
LUMO energy: -0.1762 Ha

***

# 3
This record from the OMol25 dataset describes a 2-piece molecular cluster, C3H7NO overall. The level of theory is the ωB97M-V functional and the def2-TZVPD basis.

Each line ends with the Löwdin charge.
Geometry (Å):
O  1.080811  1.121188  0.659633  0.01
N  1.304980  0.979843  -0.784699  0.11
C  0.619869  0.100867  -0.043595  -0.50
C  0.769791  -1.360730  0.128802  -0.04
C  -2.049886  0.780780  0.162398  0.07
H  -2.166458  0.239604  -0.751157  -0.03
H  -1.786376  1.910060  -0.153976  0.05
H  1.856612  -1.566618  -0.130538  0.09
H  -2.432307  0.641350  1.088435  -0.06
H  0.516647  -1.651231  1.175353  0.09
H  2.266074  0.682832  -0.740655  0.10
H  0.020245  -1.877942  -0.610002  0.12

Cartesian forces (eV/Å) of the 6 atoms listed first:
O 0.373 0.845 2.096
N 1.135 1.703 -2.073
C -3.711 -1.980 0.960
C -0.314 -0.536 -0.739
C 2.936 4.030 -4.127
H -0.551 -0.822 0.149

Computed properties:
maximum force: 6.5 eV Å⁻¹
energy relative to the best compared isomer or geometry (same formula, charge and spin): 180.21 kcal per mole
HOMO-LUMO gap (spin up / spin down): 9.00 / 8.27 eV
highest occupied orbital energy (spin up / spin down): -8.42 / -7.67 eV
LUMO energy (spin up / spin down): 0.0214 / 0.0220 Ha

***

# 4
This record from the OMol25 dataset describes a single C4H5NO2 molecule. The level of theory is the ωB97M-V functional and the def2-TZVPD basis.

Each line ends with the Löwdin charge.
Geometry (Å):
O  1.743391  -0.194396  -1.301081  0.07
O  -1.601293  1.565742  -1.589548  0.06
N  0.763337  0.228915  0.769215  -0.01
C  1.768816  -0.237073  -0.094281  -0.29
C  -0.969122  0.621253  -1.180452  -0.21
C  -0.320864  -0.718094  0.989357  -0.06
C  -0.568405  0.566514  0.272472  -0.20
H  -0.706941  -0.229602  -1.833536  0.12
H  -1.026346  1.377848  0.834297  0.15
H  2.618763  -0.661689  0.480973  0.14
H  -0.655673  -0.861548  2.012530  0.11
H  -0.299692  -1.616218  0.371991  0.12

Cartesian forces (eV/Å) of the 6 atoms listed first:
O 0.134 0.170 0.713
O 0.273 -0.464 0.138
N 0.236 0.008 -0.092
C 0.043 -0.108 -0.559
C -0.109 0.210 -0.042
C -0.224 -0.289 0.081

Computed properties:
maximum force: 0.7 eV Å⁻¹
energy relative to the best compared isomer or geometry (same formula, charge and spin): 48.05 kcal per mole
HOMO-LUMO gap: 10.65 eV
SMILES string: O=C[C@H]1CN1C=O
highest occupied orbital energy: -9.99 eV
LUMO energy: 0.0243 Ha

***

# 5
This record from the OMol25 dataset describes NO3Sn as an isolated structure. The level of theory is the ωB97M-V functional and the def2-TZVPD basis.

Each line ends with the Löwdin charge.
Geometry (Å):
Sn  -2.895051  -0.422636  1.511158  1.59
O  1.557995  0.617364  0.386809  0.10
O  -0.440939  -0.177148  -0.006226  -0.21
O  1.031528  -0.126749  -1.527396  0.12
N  0.746467  0.109169  -0.364345  -0.59

Atomic forces in eV per Å
Sn 2.358 0.322 -1.218
O -1.181 -0.305 0.700
O -3.757 -0.834 1.440
O -1.011 -0.391 0.258
N 3.591 1.207 -1.181

Computed properties:
maximum force: 4.1 eV Å⁻¹
energy relative to the best compared isomer or geometry (same formula, charge and spin): 71.56 kcal per mole
HOMO-LUMO gap: 4.01 eV
net charge: +1
highest occupied orbital energy: -13.02 eV
LUMO energy: -0.3310 Ha

***

# 6
This record from the OMol25 dataset describes a single C3H7PS2 molecule. The level of theory is the ωB97M-V functional and the def2-TZVPD basis.

Each line ends with the Löwdin charge.
Geometry (Å):
S  -0.288548  2.650682  0.669815  0.70
S  -3.000377  0.044972  0.114679  0.26
P  -0.324772  -1.050206  0.953381  0.84
C  1.296901  -1.789878  0.213302  -0.26
C  -0.900790  0.172476  -0.104850  -0.82
C  -0.457227  1.379540  -0.684692  -0.64
H  -1.025738  -2.233680  0.830127  -0.05
H  -1.155084  1.708571  -1.409367  0.05
H  0.554322  1.433970  -1.011637  0.05
H  1.577288  -2.488994  0.977887  0.02
H  1.054139  -2.218592  -0.669205  -0.01
H  0.659078  3.486699  0.181019  -0.15
H  2.010811  -1.095559  -0.060457  0.00

Cartesian forces (eV/Å) of the 6 atoms listed first:
S -0.567 0.254 0.629
S 5.028 0.426 -0.712
P 2.589 -0.123 -0.131
C -2.145 1.069 2.839
C -6.668 -2.158 1.421
C 1.164 1.986 0.427

Computed properties:
maximum force: 7.2 eV Å⁻¹
energy relative to the best compared isomer or geometry (same formula, charge and spin): 76.41 kcal per mole
HOMO-LUMO gap (spin up / spin down): 6.25 / 6.99 eV
SMILES string: CPC(=S)CS
highest occupied orbital energy (spin up / spin down): -7.99 / -8.51 eV
LUMO energy (spin up / spin down): -0.0638 / -0.0561 Ha